(P)
The following is a quantum chemistry calculation of the ion C4H7O2 with charge -1, from the OMol25 dataset.

Structure (XYZ):
```
13
Properties=species:S:1:pos:R:3:mulliken_charge:R:1
O 0.935 -2.579 -0.573 -0.72
C 0.977 -1.538 -1.258 -0.11
C 0.731 -0.210 -0.918 -0.49
C 0.435 0.233 0.476 -0.55
C -1.070 0.456 0.790 -0.44
O -1.378 1.766 1.325 -0.56
H 1.188 -1.699 -2.386 0.23
H 0.663 0.471 -1.763 0.25
H 0.773 -0.487 1.227 0.29
H 1.045 1.141 0.632 0.29
H -1.883 0.199 0.118 0.38
H -1.237 -0.193 1.672 0.17
H -1.180 2.439 0.658 0.28
```

Computed properties:
SMILES: [O-]/C=C\CCO
E_LUMO, eV: 3.9
Orbital gap, eV: 5.92
Charge: -1

---

(Q)
The following is a quantum chemistry calculation of the ion C4H7O2 with charge -1, from the OMol25 dataset.

Structure (XYZ):
```
13
Properties=species:S:1:pos:R:3:mulliken_charge:R:1
O 2.147 2.295 -0.525 -0.54
C 1.142 1.754 -0.129 0.01
C 0.752 0.316 -0.298 -0.28
C -0.599 -0.029 0.309 -0.70
C -0.961 -1.568 0.085 -0.35
O 0.052 -2.344 -0.252 -0.85
H 0.400 2.352 0.446 0.34
H 0.730 0.106 -1.369 0.23
H 1.571 -0.286 0.083 0.28
H -1.355 0.607 -0.157 0.29
H -0.558 0.172 1.386 0.31
H -1.836 -1.524 -0.631 0.10
H -1.482 -1.851 1.053 0.15
```

Computed properties:
SMILES: O=CCCC[O-]
E_LUMO, eV: 3.9
Orbital gap, eV: 6.31
Charge: -1

---

Short version: (P) is the most stable of them.

---

(P)
The following is a quantum chemistry calculation of a structure of composition CH2ClNO2, from the OMol25 dataset.

Structure (XYZ):
```
7
Properties=species:S:1:pos:R:3:mulliken_charge:R:1
C 0.738 -0.211 -0.131 -0.10
N 2.153 -2.591 -2.348 0.16
O 1.548 -0.153 -1.265 -0.33
O 1.488 -1.847 -1.792 -0.03
Cl 1.424 0.536 1.269 -0.18
H -0.217 0.364 -0.183 0.22
H 0.583 -1.379 0.017 0.26
```

Computed properties:
E_LUMO (spin up / spin down), eV: -0.9 / -1.3
Orbital gap (spin up / spin down), eV: 9.46 / 8.34
Charge: 0

---

(Q)
The following is a quantum chemistry calculation of a cluster of 2 separate species, CH2ClNO2 in total, from the OMol25 dataset.

Structure (XYZ):
```
7
Properties=species:S:1:pos:R:3:mulliken_charge:R:1
C 0.121 0.435 -0.116 -0.47
N -2.469 -0.001 0.068 0.75
O -2.866 1.068 -0.097 -0.39
O -3.005 -1.058 0.119 -0.47
Cl -0.283 2.056 0.025 -0.07
H -0.028 -0.144 0.796 0.33
H 0.695 0.146 -1.029 0.32
```

Computed properties:
E_LUMO (spin up / spin down), eV: -0.3 / -1.3
Orbital gap (spin up / spin down), eV: 9.68 / 7.38
Charge: 0

---

Short version: (Q) is the most stable of them.

---

(P)
The following is a quantum chemistry calculation of an isolated molecule of C11H20N2O3, from the OMol25 dataset.

Structure (XYZ):
```
36
Properties=species:S:1:pos:R:3:mulliken_charge:R:1
C -0.668 1.425 2.620 -1.42
C 0.344 0.360 3.083 0.63
C 1.753 0.971 3.168 -1.51
C 0.304 -0.952 2.281 -1.16
C 0.926 -0.914 0.880 -0.32
N 0.362 0.059 -0.025 0.03
C -0.925 -0.023 -0.437 -0.14
O -1.787 -0.716 0.115 -0.71
C -1.272 0.848 -1.653 0.51
C -1.922 -0.015 -2.737 -0.93
C -0.715 -0.458 -3.570 -0.35
C 0.122 0.834 -3.611 -0.72
N -0.061 1.428 -2.282 -0.54
C 0.936 -2.294 0.214 0.32
O 0.701 -2.510 -0.949 -0.58
O 1.293 -3.266 1.067 -0.47
H -0.785 2.222 3.371 0.49
H -0.330 1.893 1.662 0.22
H -1.670 0.958 2.486 0.30
H 0.065 0.087 4.094 0.38
H 2.071 1.319 2.165 0.27
H 1.781 1.803 3.850 0.47
H 2.503 0.226 3.488 0.33
H -0.739 -1.285 2.218 0.28
H 0.846 -1.692 2.845 0.60
H 1.981 -0.622 0.999 0.67
H 0.972 0.550 -0.675 0.41
H -1.939 1.628 -1.308 0.41
H -2.479 -0.845 -2.316 0.39
H -2.608 0.609 -3.349 0.35
H -0.166 -1.259 -3.049 0.10
H -0.971 -0.823 -4.599 0.38
H 1.182 0.665 -3.829 0.31
H -0.264 1.455 -4.439 0.36
H -0.118 2.422 -2.324 0.25
H 1.276 -4.090 0.547 0.38
```

Computed properties:
SMILES: CC(C)C[C@H](NC(=O)[C@@H]1CCCN1)C(=O)O
E_LUMO, eV: 0.7
Orbital gap, eV: 9.63
Charge: 0

---

(Q)
The following is a quantum chemistry calculation of a structure of composition C11H20N2O3, from the OMol25 dataset.

Structure (XYZ):
```
36
Properties=species:S:1:pos:R:3:mulliken_charge:R:1
C -2.434 -1.072 -0.269 0.64
C -1.036 -0.295 -0.587 0.00
C -3.475 -0.509 -1.182 -0.94
C -4.498 0.151 -0.405 -0.41
C -3.731 0.662 0.823 -0.49
C 1.398 -0.323 -0.697 -0.84
C 2.377 -1.501 -0.398 0.18
C 1.741 0.501 0.456 0.54
C 1.804 -0.178 1.885 -0.91
C 3.007 1.292 0.329 -0.55
C 3.091 2.006 -0.950 -1.54
H -2.195 -0.616 1.726 0.26
H -2.309 -2.236 -0.317 0.25
H -2.761 0.130 -1.759 0.27
H -3.993 -1.180 -1.992 0.30
H -4.949 0.867 -1.060 0.37
H -4.998 -0.918 -0.131 0.24
H -3.077 1.607 0.657 0.23
H -4.444 0.622 1.641 0.36
H 0.181 -1.894 -0.191 0.38
H 1.434 0.118 -1.665 0.71
H 0.839 1.192 0.626 0.52
H 3.124 -0.291 2.028 0.24
H 1.072 -1.323 1.746 0.19
H 1.343 0.532 2.799 0.26
H 3.275 1.924 1.273 0.34
H 3.758 0.399 0.373 0.24
H 2.247 2.546 -1.054 0.42
H 3.158 1.276 -1.727 0.38
H 3.982 2.744 -0.861 0.35
H 4.190 -1.893 -0.327 0.37
N -2.941 -0.602 1.024 -0.54
N 0.105 -1.011 -0.545 -0.16
O -1.059 0.983 -0.623 -0.68
O 2.120 -2.563 0.135 -0.56
O 3.653 -1.146 -0.779 -0.45
```

Computed properties:
E_LUMO, eV: 0.6
Orbital gap, eV: 9.17
Charge: 0

---

(R)
The following is a quantum chemistry calculation of an isolated molecule of C11H20N2O3, from the OMol25 dataset.

Structure (XYZ):
```
36
Properties=species:S:1:pos:R:3:mulliken_charge:R:1
C -5.165 -0.515 0.864 -1.38
C -4.339 -0.223 -0.384 -0.60
N -2.912 -0.243 -0.119 0.59
C -2.364 -1.529 0.268 -0.45
C -2.388 -2.621 -0.809 -1.18
C -2.145 0.458 -1.132 -1.01
C -1.982 1.931 -0.740 -0.73
C -1.082 2.063 0.490 -0.70
N 0.303 1.812 0.167 -0.10
C 0.984 0.720 0.580 0.88
O 0.519 -0.126 1.319 -0.67
C 2.373 0.650 0.051 -0.50
C 3.180 -0.368 0.346 -0.43
C 4.555 -0.438 -0.181 0.45
O 5.066 0.374 -0.912 -0.57
O 5.200 -1.529 0.249 -0.44
H -5.108 -1.563 1.144 0.30
H -6.208 -0.270 0.678 0.43
H -4.804 0.089 1.692 0.29
H -4.586 0.784 -0.731 0.42
H -4.626 -0.923 -1.189 0.35
H -2.918 -1.876 1.142 0.41
H -1.333 -1.355 0.587 0.08
H -1.859 -2.297 -1.702 0.28
H -3.409 -2.877 -1.085 0.28
H -1.904 -3.517 -0.429 0.45
H -1.152 0.008 -1.204 0.48
H -2.614 0.390 -2.127 0.33
H -2.958 2.353 -0.504 0.32
H -1.559 2.495 -1.575 0.46
H -1.168 3.067 0.919 0.33
H -1.382 1.321 1.231 0.31
H 0.740 2.446 -0.484 0.22
H 2.727 1.448 -0.589 0.32
H 2.852 -1.176 0.983 0.43
H 6.102 -1.553 -0.107 0.35
```

Computed properties:
SMILES: CCN(CC)CCCNC(=O)/C=C/C(=O)O
E_LUMO, eV: -0.2
Orbital gap, eV: 8.02
Charge: 0

---

Short version: (P) is the most stable of them.

---

(P)
The following is a quantum chemistry calculation of a cluster of 2 separate species, C2N2OS in total, from the OMol25 dataset.

Structure (XYZ):
```
6
Properties=species:S:1:pos:R:3:mulliken_charge:R:1
C 1.365 0.149 -0.519 0.31
C -1.498 -1.098 0.966 0.12
N 2.193 -0.606 -0.289 -0.24
N -2.235 -1.830 1.458 -0.19
O 0.124 2.358 -0.494 -0.34
S 0.051 1.026 -1.121 0.35
```

Computed properties:
E_LUMO (spin up / spin down), eV: -2.9 / -4.6
Orbital gap (spin up / spin down), eV: 9.61 / 6.00
Charge: 0

---

(Q)
The following is a quantum chemistry calculation of a cluster of 2 separate species, C2N2OS in total, from the OMol25 dataset.

Structure (XYZ):
```
6
Properties=species:S:1:pos:R:3:mulliken_charge:R:1
C -0.693 0.872 0.105 0.23
C 1.946 -0.752 0.207 0.12
N -0.164 1.896 0.067 -0.28
N 2.845 -0.358 -0.315 -0.16
O -2.597 -0.909 0.348 -0.35
S -1.336 -0.749 -0.412 0.44
```

Computed properties:
E_LUMO (spin up / spin down), eV: -2.8 / -4.6
Orbital gap (spin up / spin down), eV: 9.66 / 5.99
Charge: 0

---

Short version: (P) is the most stable of them.

---

(P)
The following is a quantum chemistry calculation of a structure of composition ClH10O5, from the OMol25 dataset.

Structure (XYZ):
```
16
Properties=species:S:1:pos:R:3:mulliken_charge:R:1
Cl -0.157 0.636 0.187 -1.10
O 1.661 1.366 -1.458 -0.67
H 1.487 2.301 -1.573 0.26
H 0.942 1.055 -0.908 0.46
O -1.740 -1.507 0.367 -0.63
H -1.480 -0.636 0.067 0.27
H -2.436 -1.771 -0.234 0.29
O 2.101 0.257 1.292 -0.71
H 2.713 -0.150 0.678 0.31
H 1.258 0.235 0.840 0.48
O 1.052 -1.262 -1.474 -0.60
H 0.655 -0.691 -0.816 0.32
H 0.681 -2.127 -1.296 0.27
O -2.417 1.090 1.575 -0.69
H -2.725 0.187 1.660 0.33
H -1.594 1.018 1.092 0.41
```

Computed properties:
E_LUMO, eV: 3.7
Orbital gap, eV: 9.66
Charge: -1

---

(Q)
The following is a quantum chemistry calculation of a cluster of 6 separate species, ClH10O5 in total, from the OMol25 dataset.

Structure (XYZ):
```
16
Properties=species:S:1:pos:R:3:mulliken_charge:R:1
Cl -0.127 -0.539 0.290 -0.94
O 1.921 -2.450 -1.232 -0.63
H 1.152 -2.004 -0.816 0.31
H 2.696 -2.478 -0.655 0.29
O -1.259 -0.949 -2.567 -0.65
H -1.290 -0.029 -2.777 0.30
H -1.040 -1.040 -1.624 0.31
O -2.051 0.518 2.455 -0.61
H -1.534 0.126 1.730 0.30
H -1.395 0.716 3.102 0.29
O -1.500 2.098 -0.520 -0.61
H -1.193 2.558 0.322 0.33
H -1.120 1.224 -0.306 0.29
O 2.392 1.069 0.676 -0.64
H 1.737 0.420 0.336 0.36
H 2.610 0.760 1.587 0.29
```

Computed properties:
E_LUMO, eV: 3.6
Orbital gap, eV: 10.09
Charge: -1

---

Short version: (Q) is the most stable of them.